1.
This record from the Open Molecules 2025 dataset describes a cluster of 6 separate species, C39H68INO25P in total. The level of theory is wB97M-V/def2-TZVPD.

Results
- LUMO level (eV) = -3.6
- F_max (eV/A) = 5.9
- DFT total energy (Ha) = -4100.829327
- net charge = +1

Last column: Mulliken charge in e.
Cartesian coordinates (Å):
C -3.2924 -2.4139 -6.4110  -0.860
C -4.4222 -1.7310 -5.3851  -0.132
O -4.4458 -2.3697 -4.0595  -0.427
C -3.9460 -1.4533 -3.0030  -0.530
C -2.2768 -1.5159 -3.0990  0.194
O -1.7163 -0.7437 -1.9856  -0.445
C -0.2487 -0.6904 -1.9985  -0.194
C 0.6127 -1.6057 -3.0540  -1.046
O 0.5391 -3.0647 -2.8065  -0.275
C 1.8034 -3.7406 -3.1374  0.159
C 1.8408 -5.3436 -2.6830  -1.027
C 0.0741 0.9403 -2.1953  -0.456
C 0.6877 1.4502 -3.6254  -0.421
C -0.2669 2.8634 -4.1469  0.300
C -0.3839 3.0373 -5.8705  -0.614
O 0.5339 3.9835 -4.8871  -0.456
C 0.6289 1.6490 -0.7830  0.876
C 1.8966 2.6745 -0.9458  -0.493
C 1.5137 4.2162 -1.3338  -1.074
C -0.7214 2.4086 -0.2748  -0.734
P -0.5986 3.4098 1.3326  0.780
O 0.8377 3.5544 1.9626  -0.632
O -1.6204 2.5800 2.5256  -0.466
O -1.2597 5.0451 1.2323  -0.554
C 1.1300 0.2463 -0.0633  -0.229
I 0.8911 0.0665 2.1490  0.164
C 2.5745 -0.2999 -0.6066  0.412
C 3.8921 0.2035 0.2156  -0.547
C 5.2671 -0.6318 -0.2444  -0.459
O 5.7977 0.0103 -1.4568  -0.404
C 6.0199 -0.9862 -2.5170  -0.310
N 0.0918 -0.8126 -0.4980  -0.012
O 0.2320 -2.0373 0.0322  0.075
C -1.0291 -2.6011 0.5265  -0.125
C -0.8506 -4.0176 1.3738  -0.037
C -2.3886 -4.4042 1.9053  -1.024
O -0.0560 -3.6500 2.5924  -0.361
H -2.5588 -1.5897 -6.8609  0.197
H -3.8650 -2.8702 -7.3451  0.314
H -2.7094 -3.3029 -5.8952  0.205
H -4.2745 -0.5530 -5.2941  0.216
H -5.4643 -1.8661 -5.9380  0.299
H -4.3666 -0.3638 -3.0743  0.280
H -4.2016 -1.9941 -1.9727  0.164
H -1.9638 -0.9721 -4.0936  0.213
H -2.0220 -2.6681 -3.0831  0.120
H 0.2809 -1.4516 -4.1907  0.400
H 1.7794 -1.3506 -3.0590  0.250
H 2.7620 -3.2582 -2.6623  -0.052
H 1.9738 -3.7593 -4.3168  0.261
H 2.5541 -5.3929 -1.7322  0.282
H 0.7904 -5.7691 -2.3920  0.243
H 2.3714 -5.9379 -3.5445  0.296
H -1.0457 1.3474 -2.2756  0.306
H 1.8009 1.8018 -3.6032  0.251
H 0.4692 0.7445 -4.5412  0.485
H -1.2737 3.1666 -3.4627  0.208
H 0.3173 2.3140 -6.4663  0.260
H -1.0235 3.9200 -6.3132  0.304
H 2.7372 2.2917 -1.7020  0.371
H 2.4486 2.6865 0.1129  0.418
H 1.4191 4.8511 -0.3423  0.266
H 0.5175 4.3568 -1.9293  0.228
H 2.3866 4.6557 -1.9803  0.312
H -1.6219 1.6375 -0.1388  0.297
H -1.1149 3.1739 -1.1036  0.370
H -1.0483 2.2279 3.2785  0.226
H -0.9832 5.4766 2.1148  0.367
H 2.6935 0.1138 -1.7204  -0.304
H 2.6595 -1.4712 -0.7082  0.413
H 4.1625 1.3456 -0.0018  0.162
H 3.8459 0.0935 1.3777  0.251
H 5.0929 -1.7857 -0.3257  0.332
H 6.0446 -0.4166 0.6356  0.274
H 6.7297 -0.4615 -3.3182  0.109
H 5.0104 -1.2192 -3.0892  0.142
H 6.5087 -1.9466 -2.0600  0.298
H -0.7850 -0.3748 -0.0823  0.749
H -1.6569 -1.8903 1.2194  0.272
H -1.7006 -2.8836 -0.4192  -0.139
H -0.3501 -4.8775 0.7580  0.330
H -3.0314 -3.4052 1.9910  0.296
H -2.3898 -4.8852 2.9734  0.317
H -2.9187 -5.0518 1.0774  0.331
H -0.6131 -2.9389 3.0347  0.327
C 6.8932 -2.0283 -5.6770  -0.376
C 7.0361 -2.7023 -7.0030  -0.437
O 6.0835 -3.7467 -6.9416  -0.320
C 5.1444 -3.3739 -6.0236  0.534
O 4.0897 -3.9587 -5.8408  -0.522
O 5.5390 -2.2614 -5.3380  -0.144
H 7.1004 -0.9560 -5.7304  0.360
H 7.5320 -2.4767 -4.9089  0.321
H 6.7823 -2.0406 -7.8379  0.269
H 8.0414 -3.1029 -7.1600  0.307
C -3.6378 3.4251 5.6693  -0.328
C -2.3833 4.1870 5.3889  0.106
O -2.0214 4.6966 6.6583  -0.335
C -2.5961 3.8825 7.5913  0.547
O -2.3554 3.9272 8.7862  -0.510
O -3.4739 3.0117 7.0128  -0.321
H -3.7566 2.5611 5.0096  0.244
H -4.5326 4.0523 5.5991  0.277
H -1.5762 3.5435 5.0229  0.034
H -2.5410 5.0001 4.6749  0.240
C -8.1495 1.1282 -2.4924  -0.296
C -8.4988 -0.1907 -1.8829  -0.323
O -8.5017 -1.0707 -2.9910  -0.300
C -7.7060 -0.5078 -3.9469  0.682
O -7.3480 -1.0743 -4.9660  -0.551
O -7.3627 0.7705 -3.6130  -0.324
H -7.5828 1.7659 -1.8085  0.279
H -9.0321 1.6751 -2.8403  0.285
H -7.7469 -0.5309 -1.1630  0.237
H -9.4775 -0.1777 -1.3953  0.306
C 2.4447 -2.7015 4.6575  0.489
C 1.8488 -3.0632 5.9793  -0.420
O 2.9080 -3.7261 6.6433  -0.304
C 4.0690 -3.2887 6.0737  0.579
O 5.1826 -3.5243 6.5119  -0.543
O 3.8211 -2.5528 4.9510  -0.304
H 2.0316 -1.7727 4.2547  -0.348
H 2.3257 -3.4962 3.9136  0.139
H 1.5613 -2.1826 6.5634  0.309
H 0.9816 -3.7216 5.8787  0.303
C -1.0355 4.8843 11.1687  -0.119
C 0.2191 5.6462 10.8883  -0.274
O 0.5809 6.1558 12.1577  -0.314
C 0.0063 5.3417 13.0908  0.609
O 0.2470 5.3864 14.2857  -0.551
O -0.8716 4.4709 12.5123  -0.308
H -1.1542 4.0203 10.5091  0.253
H -1.9303 5.5115 11.0985  0.195
H 1.0261 5.0027 10.5223  0.275
H 0.0613 6.4593 10.1744  0.265

---

2.
This record from the Open Molecules 2025 dataset describes a structure of composition C39H69As2FGeN3O3PdSSbSe. The level of theory is wB97M-V/def2-TZVPD.

Results
- LUMO level (alpha / beta) (eV) = -12.3 / -12.3
- F_max (eV/A) = 1.6
- DFT total energy (Ha) = -11732.146842
- net charge = +4

Last column: Mulliken charge in e.
Cartesian coordinates (Å):
Pd -1.7344 0.3525 -0.3691  1.603
C 4.5624 2.3004 3.3208  -1.060
C 4.1132 0.8452 3.2413  -1.076
N 3.2145 0.6183 2.1145  0.291
C 1.8915 0.7003 2.3383  -0.220
C 0.9468 0.4341 1.3902  0.381
C -0.5355 0.4590 1.6704  -1.422
O -1.0895 1.5356 1.9767  -0.617
O -1.1608 -0.6314 1.5923  -0.511
C 1.3413 0.0365 0.0774  0.817
O 0.5035 -0.3066 -0.8111  -0.228
C 2.7561 0.0606 -0.1779  0.561
C 3.2470 -0.2221 -1.4598  -0.806
C 4.5833 -0.2133 -1.7258  0.536
F 4.9402 -0.5126 -2.9912  -0.358
C 5.5611 0.0801 -0.7348  -0.622
C 5.0516 0.3698 0.5365  -0.549
C 3.6862 0.3501 0.8470  -0.032
N 6.9030 0.0654 -1.0123  0.136
C 7.4109 -0.0518 -2.3799  -0.492
C 8.9205 0.1342 -2.4481  -1.202
N 9.5904 -0.8192 -1.5292  0.005
C 9.0576 -0.7050 -0.1324  -0.887
C 7.9330 0.3307 -0.0332  -0.437
H 5.2437 2.4244 4.1571  0.426
H 3.7118 2.9569 3.4838  0.330
H 5.0656 2.6161 2.4107  0.330
H 3.5825 0.5801 4.1567  0.448
H 4.9652 0.1690 3.1575  0.558
H 1.5850 0.9550 3.3432  0.651
H 2.5500 -0.4446 -2.2530  0.613
H 5.7343 0.6488 1.3165  0.261
H 6.9595 0.7064 -3.0291  0.499
H 7.1548 -1.0345 -2.7922  0.449
H 9.2184 1.1487 -2.1829  0.405
H 9.2494 -0.0548 -3.4709  0.453
H 10.6052 -0.6601 -1.5443  0.389
H 9.4428 -1.7754 -1.8746  0.394
H 9.8594 -0.4113 0.5458  0.425
H 8.6794 -1.6783 0.1836  0.382
H 8.3265 1.3471 -0.1494  0.228
H 7.5376 0.2530 0.9774  0.295
C -0.4599 -1.5205 -3.6885  -0.430
As -2.1260 -0.5001 -3.6210  0.701
C -3.5566 -1.5896 -2.8501  -0.487
C -2.6135 -0.0168 -5.4415  -1.096
S -1.9848 1.3209 -2.5150  -0.599
H -0.6791 -2.5767 -3.8503  0.440
H 0.0913 -1.3883 -2.7576  -0.378
H 0.1359 -1.1422 -4.5213  0.506
H -3.5164 -2.6013 -3.2516  0.445
H -4.5149 -1.1372 -3.1160  0.515
H -3.4460 -1.6009 -1.7568  -0.527
H -2.6665 -0.9053 -6.0714  0.435
H -1.8611 0.6657 -5.8501  0.405
H -3.5836 0.4881 -5.4459  0.404
C -2.5731 5.1317 -2.0960  -1.094
C -2.4055 5.1754 -0.6054  -0.644
Sb -1.1007 3.5226 0.2093  0.298
C 0.5805 3.4018 -1.2333  0.273
C 1.5896 4.5210 -1.0823  -1.408
C -0.1568 4.5350 1.9234  -0.349
C -1.0896 4.7795 3.0890  -1.163
H -3.2693 5.9209 -2.3860  0.410
H -2.9930 4.1839 -2.4340  0.221
H -1.6361 5.3152 -2.6151  0.317
H -3.3553 5.0967 -0.0808  0.511
H -1.8735 6.0604 -0.2701  0.529
H 0.1044 3.4303 -2.2129  0.470
H 1.0409 2.4220 -1.0965  -0.176
H 1.1173 5.4961 -1.1767  0.368
H 2.3301 4.4403 -1.8788  0.425
H 2.1143 4.4785 -0.1292  0.330
H 0.2056 5.4708 1.5045  0.612
H 0.6878 3.9152 2.2230  0.122
H -1.9349 5.4046 2.8091  0.362
H -0.5414 5.3017 3.8721  0.408
H -1.4542 3.8393 3.4990  0.250
C -2.7142 -7.0278 0.5001  -1.185
Ge -1.9410 -5.7570 -0.8012  0.751
C 0.0312 -5.8993 -1.0068  -1.256
C -2.8052 -5.6617 -2.5839  -1.101
C -2.4321 -3.8594 0.0345  -1.455
Se -1.0843 -2.5582 -0.2805  0.545
C 0.0695 -3.1533 1.1405  -0.945
H -2.5025 -8.0393 0.1624  0.410
H -3.7921 -6.9098 0.5658  0.369
H -2.2797 -6.9068 1.4895  0.388
H 0.2288 -6.6722 -1.7447  0.441
H 0.5150 -6.2081 -0.0845  0.368
H 0.4806 -4.9736 -1.3614  0.296
H -2.6217 -6.5993 -3.1020  0.439
H -2.3866 -4.8609 -3.1892  0.236
H -3.8810 -5.5337 -2.5005  0.377
H -2.5646 -3.9961 1.1042  0.562
H -3.3762 -3.5661 -0.4194  0.536
H 0.2229 -4.2253 1.0450  0.459
H -0.4202 -2.9155 2.0815  0.326
H 1.0175 -2.6286 1.0743  0.092
C -5.6346 0.4057 -0.3833  -1.240
As -3.9922 0.5499 0.6892  0.627
C -4.3699 2.2694 1.5321  -1.186
C -4.3372 -0.8022 2.1302  -0.927
C -5.5798 -0.5332 2.8888  0.294
C -6.7930 -1.1289 2.5118  -0.259
C -7.9316 -0.9336 3.2642  -0.797
C -7.8855 -0.1202 4.3964  -0.479
C -6.6917 0.4984 4.7674  -0.756
C -5.5514 0.3005 4.0180  -0.248
H -6.4901 0.7007 0.2255  0.503
H -5.7963 -0.6094 -0.7472  0.365
H -5.5666 1.0832 -1.2368  0.446
H -5.2897 2.1964 2.1182  0.561
H -4.5163 3.0079 0.7389  0.318
H -3.5434 2.5783 2.1739  0.189
H -3.4515 -0.7697 2.7710  0.615
H -4.3820 -1.7740 1.6233  0.390
H -6.8151 -1.7703 1.6410  0.407
H -8.8590 -1.4066 2.9837  0.442
H -8.7783 0.0372 4.9794  0.434
H -6.6692 1.1263 5.6432  0.445
H -4.6130 0.7552 4.3101  0.447

---

3.
This record from the Open Molecules 2025 dataset describes a structure of composition C39H69N3O3P2PbSTe. The level of theory is wB97M-V/def2-TZVPD.

Results
- LUMO level (alpha / beta) (eV) = 0.0 / 0.2
- F_max (eV/A) = 0.5
- DFT total energy (Ha) = -3459.167202
- net charge = 0

Last column: Mulliken charge in e.
Cartesian coordinates (Å):
Pb -0.2177 -0.7706 -0.2176  0.573
N -4.5686 -0.1883 1.8065  -0.386
C -3.6540 0.4933 1.0405  0.593
S -2.9103 -0.4930 -0.2132  -0.433
N -3.5953 1.7652 1.2624  -1.571
N -2.5580 2.4582 0.6365  1.479
C -2.9418 3.5048 -0.1870  -1.315
C -1.9690 4.3734 -0.6899  1.631
C -2.2199 5.4550 -1.5608  -1.230
C -1.1786 6.2132 -2.0522  -0.528
C 0.1418 5.9214 -1.7063  -0.650
C 0.4132 4.8705 -0.8371  -0.147
C -0.6332 4.1374 -0.3296  0.156
O -0.3329 3.1266 0.5643  -0.104
H -4.9432 -1.0286 1.4013  0.254
H -5.1953 0.3892 2.3461  0.242
H -3.9956 3.5667 -0.3987  0.402
H -3.2425 5.6731 -1.8421  0.419
H -1.3900 7.0414 -2.7160  0.405
H 0.9557 6.5066 -2.1116  0.436
H 1.4246 4.6031 -0.5579  0.280
C -0.2318 -2.3178 -1.8741  -1.122
H -0.3610 -2.1108 -2.9347  0.224
H 0.1051 -3.3402 -1.7087  0.480
O -0.9706 1.6046 2.0333  -0.572
C -1.2885 2.3438 1.1391  -0.086
O 2.3730 1.1786 -1.3419  -0.132
P 3.5890 0.5994 -0.6854  -0.844
C 3.2788 0.3087 1.0880  2.436
C 4.5118 -0.1830 1.8822  -0.532
C 5.1131 0.9333 2.7323  -0.670
C 4.1046 1.4560 3.7710  -0.942
C 2.6534 1.3194 3.2834  -0.602
C 2.5791 1.4965 1.7711  0.583
C 3.9756 -1.0826 -1.3343  1.594
C 3.3621 -1.2699 -2.7300  -0.386
C 3.3534 -2.7545 -3.1178  -0.571
C 4.5941 -3.5007 -2.5952  -0.773
C 5.7649 -2.5393 -2.4211  -0.967
C 5.4597 -1.5239 -1.3113  -0.671
C 5.0211 1.6998 -0.9451  0.720
C 5.3478 1.7495 -2.4471  -0.876
C 6.6366 2.5454 -2.6919  -0.858
C 6.7584 3.7509 -1.7442  -0.747
C 5.3768 4.2143 -1.2982  -0.984
C 4.6884 3.1319 -0.4539  0.121
H 2.5470 -0.5071 1.0363  -1.719
H 5.2731 -0.5851 1.2105  0.227
H 4.2152 -1.0072 2.5369  0.343
H 5.4316 1.7473 2.0760  -0.047
H 6.0133 0.5719 3.2328  0.613
H 4.3207 2.5057 3.9832  0.347
H 4.2283 0.9134 4.7111  0.334
H 2.0167 2.0528 3.7795  0.469
H 2.2612 0.3310 3.5440  -0.044
H 3.0546 2.4434 1.5046  0.380
H 1.5467 1.5617 1.4322  -0.810
H 3.4077 -1.7366 -0.6599  -0.303
H 3.9274 -0.6904 -3.4636  0.482
H 2.3477 -0.8730 -2.7363  -0.607
H 3.3074 -2.8332 -4.2064  0.512
H 2.4465 -3.2251 -2.7303  -0.035
H 4.8617 -4.3102 -3.2758  0.526
H 4.3774 -3.9643 -1.6276  0.271
H 5.9555 -2.0235 -3.3673  0.350
H 6.6784 -3.0828 -2.1728  0.536
H 6.1297 -0.6691 -1.4116  0.072
H 5.6839 -1.9846 -0.3472  0.404
H 5.8845 1.2983 -0.4035  0.821
H 4.5002 2.2092 -2.9604  0.297
H 5.4587 0.7490 -2.8652  -0.056
H 6.6513 2.8831 -3.7304  0.454
H 7.4994 1.8868 -2.5629  0.280
H 7.2971 4.5616 -2.2366  0.446
H 7.3412 3.4785 -0.8589  0.348
H 4.7725 4.4514 -2.1780  0.360
H 5.4499 5.1324 -0.7125  0.513
H 3.6072 3.2838 -0.4902  -0.680
H 5.0012 3.2437 0.5859  0.192
C -1.8364 -4.8632 -0.0904  -1.537
C -1.9708 -4.5664 1.4046  0.490
C -1.7872 -5.8560 2.2030  -1.679
P -0.8778 -3.1247 1.8658  0.299
C -1.8246 -2.3255 3.2408  1.205
C -1.0141 -1.1815 3.8530  -1.396
C -2.4668 -3.1949 4.3207  -1.677
C 0.6884 -3.8866 2.5385  0.500
C 1.8327 -2.8874 2.3108  -0.705
C 0.7139 -4.3885 3.9819  -1.800
H -2.5990 -5.5793 -0.4062  0.512
H -0.8585 -5.3020 -0.3106  0.302
H -1.9421 -3.9589 -0.6888  0.223
H -2.9830 -4.1837 1.5753  0.426
H -0.7867 -6.2679 2.0572  0.305
H -2.4995 -6.6068 1.8507  0.469
H -1.9490 -5.7239 3.2713  0.283
H -2.6391 -1.8651 2.6682  -0.205
H -0.1685 -1.5545 4.4355  0.130
H -1.6463 -0.5964 4.5245  0.587
H -0.6382 -0.4985 3.0917  0.138
H -1.7276 -3.6877 4.9514  0.250
H -3.1303 -3.9527 3.9035  0.352
H -3.0730 -2.5543 4.9668  0.477
H 0.8630 -4.7400 1.8732  0.698
H 1.6289 -1.9346 2.8062  -0.082
H 1.9736 -2.6832 1.2466  -0.241
H 2.7727 -3.2807 2.7082  0.561
H 0.6312 -3.5613 4.6872  0.279
H 1.6670 -4.8884 4.1755  0.503
H -0.0807 -5.0998 4.1933  0.299
C 0.4760 0.4543 -4.3254  -1.202
Te -0.1663 1.4527 -2.5492  0.680
C -2.1949 1.4905 -3.2293  -1.119
H -0.2791 0.6402 -5.0852  0.511
H 0.5844 -0.6142 -4.1623  0.240
H 1.4264 0.8782 -4.6401  0.363
H -2.2376 2.0526 -4.1604  0.430
H -2.8080 1.9825 -2.4764  0.181
H -2.5611 0.4763 -3.3708  0.343